Entry 1:
ORCA calculation (ωB97M-V/def2-TZVPD) on a 2-piece molecular cluster, C2H2N3S2 overall.

The geometry in XYZ format:
```
9
Properties=species:S:1:pos:R:3:forces:R:3
C 0.34064 0.70721 -1.18060 0.4 1.9 0.8
C 0.18162 -0.70393 -1.24357 -0.3 0.3 -1.0
N 0.44563 1.17802 0.08663 0.5 1.6 -2.4
N 0.31306 0.17079 0.82377 -0.5 -3.3 2.1
N 0.14918 -1.02889 0.02058 0.7 0.6 1.2
S 0.05510 -2.56324 0.80708 0.0 0.1 0.4
S -2.58581 0.61219 0.81226 0.1 0.0 0.1
H 0.44516 1.50697 -1.92820 -0.2 -0.9 0.0
H 0.65543 0.12090 1.80205 -0.6 -0.2 -1.1
```
Positions in Å, forces in eV/Å.

Results
Kohn-Sham gap (alpha / beta)	0.15894 / 0.15440	Ha
highest occupied orbital energy (alpha / beta)	-3.3277 / -3.3277	eV
ΔE to the lowest compared entry with this formula, charge and spin	543.0	kJ/mol
total charge	-1


Entry 2:
ORCA calculation (ωB97M-V/def2-TZVPD) on a 2-piece molecular cluster, C4H12N2 overall.

The geometry in XYZ format:
```
18
Properties=species:S:1:pos:R:3:forces:R:3
N -1.87261 -2.65683 0.37369 3.0 0.6 0.7
C -1.17588 -1.94586 -0.65210 -4.3 -3.3 0.1
C 0.08942 0.67931 -1.25182 1.3 3.0 1.7
N 0.98926 1.00205 -0.09756 -1.0 -1.4 -0.6
C 0.98736 2.28761 0.58359 -1.7 0.1 0.3
C 0.70776 -0.09212 0.79416 2.4 -0.7 0.4
H -1.19112 -3.05411 1.03455 -0.1 -0.2 0.1
H -2.13025 -2.05195 -1.17497 0.8 1.9 -2.2
H -0.28968 -2.20685 -1.21521 0.4 -0.4 0.6
H -1.00691 -0.89250 -0.21613 -0.2 1.5 -1.5
H -0.61125 1.51381 -1.23390 -0.7 -0.1 -0.6
H 0.67954 0.72658 -2.17125 -0.4 -1.3 -0.3
H 0.62124 3.07687 -0.06559 0.3 0.2 -0.3
H 0.26138 2.27639 1.42119 0.2 0.0 -0.1
H 1.95852 2.54893 1.01228 0.0 -0.2 -0.4
H -0.33962 -0.36666 0.67456 0.3 0.6 1.6
H 1.05230 0.09775 1.81836 -0.1 -0.1 -0.2
H 1.27056 -0.94240 0.36616 -0.3 -0.2 0.5
```
Positions in Å, forces in eV/Å.

Results
Kohn-Sham gap	0.19215	Ha
highest occupied orbital energy	-7.4219	eV
ΔE to the lowest compared entry with this formula, charge and spin	869.7	kJ/mol


Entry 3:
ORCA calculation (ωB97M-V/def2-TZVPD) on C32H43BBrN7S3W as an isolated structure.

The geometry in XYZ format:
```
88
Properties=species:S:1:pos:R:3:forces:R:3
W -0.15796 2.58863 2.34688 0.9 1.0 -0.2
C 0.34987 5.33715 -1.99526 0.0 -0.1 0.0
C 0.49582 3.85181 -1.84713 0.0 0.1 -0.1
C 1.08014 3.05927 -2.81215 0.0 0.0 0.0
C 1.18829 1.66583 -2.65132 0.0 -0.1 0.1
N 0.73183 1.08575 -1.54246 0.1 0.1 -0.1
N 0.20409 1.84032 -0.59535 0.0 -0.1 0.1
B -0.19347 1.01428 0.71222 0.0 -0.1 -0.4
N -1.58911 0.31214 0.43209 -0.1 0.1 0.1
N -1.68836 -0.50987 -0.55507 -0.2 -0.1 -0.1
C -2.91289 -1.07630 -0.82849 0.0 0.1 0.0
C -4.06659 -0.65966 -0.13530 0.1 0.0 0.0
C -3.97423 0.18245 0.94196 0.0 0.0 0.0
C -5.15191 0.58702 1.76417 0.0 0.0 0.0
C -2.65218 0.65259 1.22720 0.0 0.0 0.1
S -2.36928 1.64894 2.55305 -0.2 -0.2 0.1
C -2.99134 -2.13672 -1.86648 0.1 -0.1 0.1
C -1.62950 -2.49558 -2.44917 0.0 0.0 -0.1
C -3.60974 -3.39366 -1.18128 -0.1 0.0 -0.1
C -3.95383 -1.64655 -2.98327 0.0 0.0 -0.1
N 0.93350 -0.03443 0.98793 -0.2 0.1 0.1
N 0.72544 -1.31107 0.70685 0.0 0.0 0.0
C 1.72990 -2.16113 0.87536 0.1 0.0 0.0
C 2.99956 -1.69198 1.27541 0.0 0.0 0.0
C 3.20880 -0.37213 1.60620 0.1 0.0 0.0
C 4.52868 0.15738 2.08010 -0.1 0.0 0.0
C 2.07680 0.43927 1.48224 0.0 0.0 0.0
S 2.09418 2.13299 1.99594 -0.6 -0.1 0.0
C 1.48879 -3.62710 0.56112 0.0 0.1 0.0
C 1.79847 -3.80980 -0.93795 0.1 0.0 0.0
C 2.43077 -4.51737 1.38547 -0.1 -0.1 0.0
C 0.03805 -4.01457 0.87284 0.0 0.0 0.1
C 0.07063 3.17025 -0.69859 0.0 -0.1 -0.1
S -0.56831 4.09753 0.66874 0.1 -0.5 0.5
C 1.77639 0.75722 -3.71437 -0.1 0.0 0.0
C 2.73239 1.52337 -4.63546 0.0 -0.1 0.0
C 2.52325 -0.41046 -3.05649 0.0 0.0 0.0
C 0.57994 0.23114 -4.53671 0.0 0.1 0.0
H 0.81727 5.67728 -2.91613 0.0 0.0 0.0
H 0.81380 5.87131 -1.16416 0.0 0.0 0.0
H -0.70450 5.62218 -2.03055 0.0 0.0 0.0
H 1.46872 3.52126 -3.70949 0.0 0.0 0.0
H -5.03076 -1.05073 -0.43067 0.0 0.0 0.0
H -6.05623 0.10837 1.39661 0.0 0.0 0.0
H -5.29880 1.66973 1.73083 0.0 0.0 0.0
H -5.01809 0.30327 2.81113 0.0 0.0 0.0
H -0.93914 -2.84128 -1.68011 0.0 0.0 0.0
H -1.17493 -1.65340 -2.96941 0.0 0.0 0.0
H -1.76389 -3.30236 -3.16813 0.0 0.0 0.0
H -3.02412 -3.71559 -0.31882 0.0 0.0 0.0
H -3.60654 -4.20024 -1.91397 0.0 0.0 0.0
H -4.64291 -3.23557 -0.87140 0.0 0.0 0.0
H -3.58383 -0.73737 -3.45839 0.0 0.0 0.0
H -4.97145 -1.47717 -2.63328 0.0 0.0 0.0
H -3.99723 -2.43257 -3.73716 0.0 0.0 0.0
H 3.82089 -2.39143 1.34916 0.0 0.0 0.0
H 5.23659 -0.65443 2.22752 0.0 0.0 0.0
H 4.43009 0.69473 3.02490 0.0 0.0 0.0
H 4.95306 0.84662 1.34648 0.0 0.0 0.0
H 2.85339 -3.61741 -1.14572 0.0 0.0 0.0
H 1.20090 -3.14519 -1.56357 0.0 0.0 0.0
H 1.58740 -4.83945 -1.22615 0.0 0.0 0.0
H 3.46774 -4.46288 1.05286 0.0 0.0 0.0
H 2.12008 -5.55431 1.26265 0.0 0.0 0.0
H 2.38360 -4.28812 2.45263 0.0 0.0 0.0
H -0.68428 -3.30818 0.46222 0.0 0.0 -0.1
H -0.11698 -4.07683 1.95193 0.0 0.0 0.0
H -0.16649 -4.99805 0.45188 0.0 0.0 0.0
H 3.55623 1.98401 -4.08546 0.0 0.0 0.0
H 2.22816 2.28509 -5.23099 0.0 0.0 0.0
H 3.16911 0.81845 -5.34184 0.0 0.0 0.0
H 3.41153 -0.05576 -2.52792 0.0 0.0 0.0
H 2.85376 -1.10020 -3.83202 0.0 0.0 0.0
H 1.88933 -0.96120 -2.36013 0.0 0.0 0.0
H 0.14322 1.02389 -5.14699 0.0 0.0 0.0
H -0.19674 -0.17412 -3.88642 0.0 0.0 0.0
H 0.92043 -0.55791 -5.20648 0.0 0.0 0.0
Br 2.43832 5.01067 6.43239 0.1 0.1 0.0
C 0.95534 3.96219 6.06191 -0.1 0.1 0.1
C 0.16262 3.41340 7.07345 -0.1 -0.1 0.0
C -0.94588 2.64789 6.73279 0.1 0.1 0.1
C -1.23412 2.40764 5.40705 0.1 0.0 -0.1
N -0.47583 2.93788 4.41958 0.1 -0.1 0.1
C 0.58087 3.73214 4.75833 -0.3 -0.1 -0.1
H 0.41409 3.58899 8.11287 0.0 0.0 0.0
H -1.58277 2.22652 7.49915 0.0 0.0 0.0
H -2.07379 1.78917 5.12705 0.0 0.0 0.0
H 1.13592 4.22216 3.95649 0.0 0.0 -0.1
```
Positions in Å, forces in eV/Å.

Results
Kohn-Sham gap (alpha / beta)	0.22608 / 0.14546	Ha
highest occupied orbital energy (alpha / beta)	-19.5107 / -19.4980	eV
⟨S²⟩	2.04
total charge	+4
spin multiplicity	3


Entry 4:
ORCA calculation (ωB97M-V/def2-TZVPD) on C21H22N6O2PbS2 as an isolated structure.

The geometry in XYZ format:
```
54
Properties=species:S:1:pos:R:3:forces:R:3
Pb 0.11610 0.07381 -0.13780 -0.7 0.7 -0.2
C 2.61766 -1.09655 -1.85392 0.1 0.0 -0.1
C 1.72734 -2.15502 -1.58377 0.0 0.0 0.1
C 1.71313 -2.33165 -0.21343 0.5 -0.3 0.0
C 2.59850 -1.31493 0.40113 0.3 -0.5 0.1
C 3.14562 -0.58706 -0.60598 0.1 0.0 0.0
H 2.90758 -0.75850 -2.83884 0.0 0.0 0.0
H 1.23935 -2.77556 -2.31833 -0.1 0.1 0.0
H 1.25365 -3.15344 0.31751 -0.1 0.1 0.0
H 2.89433 -1.29981 1.44041 -0.2 0.1 0.0
H 3.88624 0.19188 -0.51255 0.0 0.0 0.0
N -7.84942 1.10223 0.43854 -0.1 0.0 -0.1
C -6.68773 1.21091 -0.18410 0.1 0.0 -0.1
C -5.95590 0.03321 -0.54552 -0.1 -0.1 0.1
C -4.74266 0.15377 -1.14215 0.0 0.2 -0.3
C -4.23946 1.44334 -1.43615 0.0 0.0 0.2
C -4.94806 2.61457 -1.09717 0.0 -0.1 -0.3
C -6.16126 2.50413 -0.49436 -0.1 0.1 0.1
S -2.57868 1.59157 -2.03550 0.6 0.1 0.8
O -2.24501 0.38914 -2.73699 -0.2 -0.2 -0.1
O -2.41099 2.87658 -2.62412 -0.2 0.0 -0.2
N -1.80810 1.46365 -0.61623 0.1 -0.2 -0.3
C -1.51018 2.53170 0.19091 0.1 0.4 0.3
N -2.27798 3.60931 0.29646 -0.1 -0.1 -0.2
C -1.84834 4.57923 1.09692 0.0 0.0 0.1
C -0.67158 4.49290 1.82901 0.0 0.0 -0.1
C 0.04405 3.32306 1.68851 0.1 0.0 0.1
N -0.36914 2.34273 0.88817 -0.1 -0.1 -0.2
H -8.25590 0.19923 0.63624 0.0 0.0 0.0
H -8.38525 1.92079 0.69009 0.0 0.0 0.0
H -6.37904 -0.94109 -0.33444 0.0 0.0 0.0
H -4.16445 -0.71273 -1.43345 0.0 0.0 0.0
H -4.52742 3.57669 -1.35451 0.0 0.0 0.1
H -6.74010 3.38471 -0.24385 0.0 0.0 0.0
H -2.48143 5.45668 1.16230 0.0 0.0 0.0
H -0.33390 5.28974 2.47303 0.0 0.0 0.0
H 0.98333 3.16516 2.20497 0.0 0.0 0.1
C -0.44297 -5.83402 2.95885 -0.1 0.0 -0.1
C -0.33399 -4.37556 3.24381 0.0 -0.1 0.0
C 0.32171 -3.83266 4.31481 0.1 0.0 0.1
C 0.29419 -2.44337 4.49037 -0.1 0.0 -0.2
N -0.26662 -1.63419 3.58024 0.1 0.0 0.1
C -0.88412 -2.15913 2.53987 -0.1 0.0 -0.1
S -1.72438 -1.19813 1.36925 -0.1 -0.1 0.1
N -0.94106 -3.51565 2.39176 0.0 0.0 0.1
C 0.84891 -1.79463 5.70798 0.1 0.0 0.0
H 0.14229 -6.41163 3.66820 0.0 0.0 0.0
H -0.09278 -6.05970 1.94993 0.0 0.0 0.0
H -1.48331 -6.15912 3.02818 0.0 0.0 0.0
H 0.82817 -4.47502 5.02012 0.0 0.0 0.0
H -1.49015 -3.87377 1.61926 0.1 0.0 -0.1
H 1.43545 -2.48209 6.31185 0.0 0.0 0.0
H 0.01641 -1.42257 6.31019 0.0 0.0 0.0
H 1.44567 -0.92574 5.43341 0.0 0.0 0.0
```
Positions in Å, forces in eV/Å.

Results
Kohn-Sham gap (alpha / beta)	0.20454 / 0.23032	Ha
highest occupied orbital energy (alpha / beta)	-13.9119 / -13.8044	eV
ΔE to the lowest compared entry with this formula, charge and spin	182.8	kJ/mol
total charge	+2